{"formula": "C4H8N2", "method": "ωB97M-V with the def2-TZVPD basis set", "e_lumo_ha": 0.018, "de_lowest_ev": 10.032, "largest_force_ev_per_a": 4.86, "energy_ev": -7247.8434, "elements": ["C", "C", "C", "C", "H", "H", "H", "H", "H", "H", "H", "H", "N", "N"], "coordinates": [[-0.3830, 1.9517, -0.7080], [0.2618, 0.6439, -0.3452], [0.9764, -0.3750, -0.0695], [1.5670, -1.6494, 0.4710], [-2.3568, 1.1327, -1.2512], [-2.4667, 1.8162, 0.5454], [0.2361, 2.8458, 0.0727], [-0.0942, 2.2503, -2.0788], [2.4153, -1.3850, 1.6870], [2.3668, -2.0217, -0.6133], [0.2804, -3.3814, 1.2665], [-0.5314, -1.8935, 1.7745], [-2.0297, 2.0537, -0.5380], [-0.0249, -2.4524, 0.8961]], "forces_ev_per_angstrom": [[0.4, 2.0, -0.3], [2.7, -3.2, 0.7], [-2.7, 3.6, 0.0], [0.2, 1.2, 0.4], [1.0, 3.4, 3.1], [2.3, 0.4, -3.9], [-2.3, -2.6, -2.7], [-1.1, -0.9, 4.6], [-2.7, -0.9, -4.0], [-2.8, 0.2, 3.9], [-0.4, 1.0, -0.1], [2.4, -1.6, -2.8], [0.6, -3.8, -0.2], [2.2, 1.3, 1.4]], "nbo_charge": [-0.292, -0.073, -0.060, -0.322, 0.363, 0.376, 0.240, 0.234, 0.224, 0.270, 0.350, 0.370, -0.859, -0.822]}